Entry 1:
Computed, not measured: C44H24Cl4FN4Zr as an isolated structure in a non-equilibrium geometry, with wB97M-V/def2-TZVPD.

The geometry in ORCA input format:
```
! wB97M-V def2-TZVPD RIJCOSX def2/J DEFGRID3
* xyz 1 1
Zr 0.254 0.118 0.493
Cl 8.535 -3.303 -2.767
C 6.931 -2.843 -2.300
C 5.941 -3.697 -1.752
C 4.685 -3.219 -1.373
C 4.365 -1.860 -1.538
C 5.348 -0.998 -2.059
C 6.540 -1.515 -2.569
C 3.000 -1.411 -1.151
C 2.374 -0.363 -1.869
C 2.835 0.188 -3.073
C 2.348 1.476 -3.158
C 1.423 1.692 -2.101
C 0.864 2.899 -1.633
C 1.192 4.194 -2.259
C 0.188 5.148 -2.604
C 0.541 6.343 -3.146
C 1.841 6.539 -3.659
Cl 2.186 8.043 -4.449
C 2.821 5.561 -3.439
C 2.489 4.423 -2.735
C -0.197 2.883 -0.718
N -0.902 1.709 -0.342
C -2.030 2.161 0.411
C -3.054 1.336 0.990
C -4.311 1.906 1.552
C -4.886 3.048 0.946
C -5.965 3.619 1.554
C -6.773 2.837 2.373
Cl -8.228 3.492 2.982
C -6.370 1.511 2.700
C -5.021 1.211 2.499
C -2.940 -0.085 0.875
C -3.939 -1.015 1.111
C -3.320 -2.250 1.271
C -1.873 -2.099 1.069
N -1.703 -0.710 0.769
C -0.867 -3.025 1.430
C 0.474 -2.873 0.962
C 1.649 -3.512 1.514
C 2.768 -2.991 0.847
C 2.290 -2.046 -0.112
N 0.855 -1.924 -0.029
C -1.235 -4.172 2.301
C -2.287 -4.075 3.211
C -2.688 -5.171 3.932
C -1.933 -6.350 3.898
Cl -2.361 -7.664 4.979
C -0.846 -6.454 3.002
C -0.522 -5.378 2.172
C -1.899 3.574 0.622
C -0.789 4.007 -0.092
N 1.365 0.448 -1.331
H 6.234 -4.685 -1.530
H 3.958 -3.899 -0.964
H 5.186 0.088 -2.112
H 7.291 -0.879 -3.061
H 3.638 -0.256 -3.668
H 2.490 2.188 -3.994
H -0.889 4.962 -2.438
H -0.175 7.190 -3.104
H 3.825 5.734 -3.759
H 3.280 3.708 -2.536
H -4.417 3.502 0.080
H -6.245 4.688 1.414
H -7.056 0.836 3.176
H -4.518 0.447 3.058
H -5.014 -0.830 1.061
H -3.839 -3.148 1.502
H 1.613 -4.197 2.345
H 3.809 -3.273 1.079
H -2.770 -3.092 3.331
H -3.529 -5.194 4.601
H -0.259 -7.355 2.968
H 0.183 -5.443 1.326
H -2.601 4.189 1.161
H -0.627 5.049 -0.301
F 1.271 0.309 2.159
*
```

The lowest unoccupied orbital energy (alpha / beta) comes out at -0.173 / -0.173 Eh.

---

Entry 2:
Computed, not measured: a 15-piece molecular cluster, C21H19Cl42O5 overall in a non-equilibrium geometry, with wB97M-V/def2-TZVPD.

The geometry in ORCA input format:
```
! wB97M-V def2-TZVPD RIJCOSX def2/J DEFGRID3
* xyz -1 1
C 7.000 3.863 4.899
C 5.495 4.341 4.360
C 4.367 3.134 4.452
C 2.907 3.165 4.093
C 2.023 4.449 3.540
O 2.468 5.355 2.643
O 0.650 4.698 4.070
C 2.216 1.695 4.316
O 0.941 1.279 4.251
O 3.329 0.731 4.599
C 4.506 1.573 4.959
O 5.546 1.095 5.669
H 7.751 4.763 4.833
H 7.316 2.979 4.181
H 6.995 3.477 6.003
H 5.657 4.582 3.203
H 5.100 5.281 4.935
C -0.058 4.811 -0.036
Cl 0.476 4.104 -1.571
Cl -0.712 6.437 -0.294
Cl -1.264 3.771 0.741
H 0.807 4.889 0.627
C 2.056 -2.314 2.857
Cl 1.630 -3.944 2.309
Cl 3.641 -2.317 3.649
Cl 2.043 -1.178 1.497
H 1.308 -1.988 3.584
C -4.458 8.347 0.195
Cl -5.886 8.787 -0.756
Cl -2.984 8.957 -0.577
Cl -4.596 8.967 1.849
H -4.397 7.256 0.240
C -2.216 9.833 -4.517
Cl -1.967 11.570 -4.765
Cl -3.534 9.241 -5.543
Cl -0.722 8.938 -4.846
H -2.492 9.670 -3.473
C 5.884 -4.948 5.237
Cl 6.133 -3.211 4.989
Cl 4.566 -5.540 4.211
Cl 7.378 -5.843 4.908
H 5.608 -5.111 6.281
C -6.103 10.341 5.571
Cl -7.490 9.505 4.853
Cl -5.976 9.965 7.298
Cl -4.607 9.903 4.727
H -6.256 11.418 5.463
C -0.415 -4.205 -1.022
Cl -1.654 -3.105 -0.395
Cl -1.149 -5.725 -1.562
Cl 0.482 -3.443 -2.347
H 0.287 -4.430 -0.215
C 7.389 -9.940 5.808
Cl 6.791 -11.473 6.465
Cl 6.067 -9.025 5.063
Cl 8.171 -8.982 7.076
H 8.131 -10.162 5.037
C 5.588 -1.502 -0.691
Cl 6.076 0.140 -1.144
Cl 5.567 -1.679 1.072
Cl 3.999 -1.889 -1.374
H 6.319 -2.204 -1.099
C -0.559 -7.087 -5.045
Cl -0.085 -8.722 -4.554
Cl 0.867 -6.047 -5.203
Cl -1.466 -7.133 -6.567
H -1.207 -6.669 -4.271
C -8.584 5.760 -2.504
Cl -10.012 6.200 -3.455
Cl -7.110 6.370 -3.276
Cl -8.722 6.380 -0.850
H -8.522 4.669 -2.458
C -11.637 7.672 -6.628
Cl -12.876 8.772 -6.001
Cl -12.371 6.152 -7.168
Cl -10.741 8.434 -7.952
H -10.935 7.447 -5.821
C -1.345 -12.445 -4.842
Cl -3.104 -12.615 -4.962
Cl -0.849 -12.286 -3.148
Cl -0.533 -13.824 -5.602
H -1.050 -11.536 -5.374
C -0.245 -15.683 -8.859
Cl 0.229 -17.318 -8.368
Cl 1.181 -14.643 -9.017
Cl -1.152 -15.730 -10.381
H -0.893 -15.265 -8.085
*
```

The lowest unoccupied orbital energy comes out at 0.042 Eh.

---

Entry 3:
Computed, not measured: C29H58AlCl42F4NO4PS as an isolated structure in a non-equilibrium geometry, with wB97M-V/def2-TZVPD.

The geometry in ORCA input format:
```
! wB97M-V def2-TZVPD RIJCOSX def2/J DEFGRID3
* xyz -1 1
C 1.673 3.013 -1.682
C 0.445 2.876 -0.798
O -0.057 1.561 -0.819
Al -1.275 1.187 -2.030
C -3.026 0.867 -1.052
C -3.973 0.081 -1.870
O -4.082 -1.142 -1.782
N -4.743 0.811 -2.820
C -5.961 1.372 -2.260
C -4.995 0.006 -4.011
C -0.774 -0.592 -2.938
F -1.611 -0.888 -4.016
F -0.968 -1.635 -2.037
C 0.637 -0.743 -3.503
F 1.059 -2.062 -3.477
F 1.543 -0.052 -2.756
P -1.615 2.903 -3.698
O -0.942 4.396 -3.429
O -3.193 3.314 -3.888
S -0.947 2.268 -5.405
H 1.965 4.055 -1.728
H 1.426 2.725 -2.700
H 2.490 2.413 -1.303
H -0.318 3.621 -1.033
H 0.770 3.114 0.217
H -3.440 1.824 -0.745
H -2.759 0.249 -0.200
H -6.265 2.194 -2.901
H -6.768 0.640 -2.181
H -5.731 1.787 -1.283
H -5.614 -0.853 -3.765
H -5.460 0.631 -4.766
H -4.045 -0.341 -4.402
H 0.686 -0.421 -4.539
H -1.508 4.877 -2.816
H -3.530 3.779 -3.116
C 0.502 6.890 0.224
Cl 0.157 6.395 -1.436
Cl 2.203 6.638 0.653
H 0.260 7.938 0.344
H -0.100 6.279 0.887
C -8.858 -1.687 -3.170
Cl -9.423 -0.232 -4.006
Cl -7.561 -2.499 -4.046
H -8.482 -1.398 -2.196
H -9.689 -2.374 -3.070
C 2.257 2.269 2.918
Cl 1.597 3.833 2.421
Cl 3.791 1.932 2.111
H 2.427 2.295 3.986
H 1.548 1.492 2.654
C -5.580 -3.423 -0.822
Cl -6.445 -4.771 -1.582
Cl -6.435 -2.816 0.614
H -4.599 -3.765 -0.519
H -5.489 -2.609 -1.531
C 5.866 2.337 5.916
Cl 5.452 3.585 4.744
Cl 4.482 1.304 6.314
H 6.636 1.710 5.488
H 6.209 2.810 6.828
C 0.429 -3.680 -0.379
Cl 0.395 -5.439 -0.158
Cl -0.538 -2.832 0.834
H 1.453 -3.340 -0.291
H 0.033 -3.444 -1.358
C -6.102 3.460 -5.841
Cl -7.077 2.268 -6.709
Cl -6.946 4.064 -4.398
H -5.172 2.995 -5.532
H -5.920 4.297 -6.501
C 8.337 -0.782 5.315
Cl 7.979 0.074 3.815
Cl 9.110 0.269 6.517
H 7.408 -1.148 5.734
H 9.010 -1.601 5.097
C -0.117 4.411 6.065
Cl 0.404 6.082 5.839
Cl 1.246 3.301 6.263
H -0.729 4.364 6.955
H -0.679 4.106 5.190
C -3.979 5.079 6.966
Cl -3.950 5.439 5.238
Cl -2.778 6.022 7.860
H -4.961 5.316 7.354
H -3.758 4.027 7.100
C 3.864 0.273 -4.991
Cl 3.593 1.773 -4.116
Cl 3.241 0.317 -6.649
H 4.928 0.078 -5.035
H 3.355 -0.518 -4.454
C 0.170 6.218 -5.852
Cl -0.166 7.789 -5.091
Cl -0.581 6.093 -7.449
H 1.242 6.121 -5.969
H -0.224 5.433 -5.218
C -1.579 -4.052 4.436
Cl -2.124 -2.572 5.238
Cl -0.456 -4.977 5.447
H -2.443 -4.668 4.230
H -1.074 -3.783 3.516
C 5.478 -3.265 -4.615
Cl 5.191 -2.568 -6.216
Cl 6.388 -2.168 -3.562
H 4.519 -3.467 -4.154
H 6.046 -4.175 -4.728
C -2.602 -7.768 1.298
Cl -3.098 -6.891 -0.148
Cl -1.810 -6.716 2.478
H -3.482 -8.197 1.757
H -1.901 -8.543 1.011
C 5.439 -7.386 -3.677
Cl 5.176 -6.704 -5.284
Cl 6.347 -6.281 -2.630
H 4.477 -7.574 -3.218
H 6.002 -8.306 -3.778
C 11.380 1.471 9.314
Cl 12.055 3.103 9.236
Cl 12.638 0.230 9.334
H 10.795 1.383 10.220
H 10.758 1.315 8.443
C -8.117 -1.701 3.723
Cl -8.303 0.056 3.793
Cl -6.993 -2.297 4.950
H -9.082 -2.156 3.905
H -7.741 -1.960 2.740
C 9.128 -8.305 -1.733
Cl 10.406 -7.943 -0.567
Cl 8.648 -10.009 -1.688
H 8.262 -7.702 -1.500
H 9.493 -8.078 -2.726
C -8.842 -4.822 7.035
Cl -9.925 -4.101 5.841
Cl -7.760 -6.024 6.327
H -8.244 -4.031 7.471
H -9.446 -5.312 7.788
C 6.899 4.065 -3.641
Cl 6.730 2.375 -3.166
Cl 5.927 5.139 -2.628
H 7.939 4.350 -3.548
H 6.561 4.164 -4.665
*
```

The lowest unoccupied orbital energy comes out at 0.054 Eh.

---

Entry 4:
Computed, not measured: C17H35BaN3O4S as an isolated structure, with wB97M-V/def2-TZVPD.

The geometry in ORCA input format:
```
! wB97M-V def2-TZVPD RIJCOSX def2/J DEFGRID3
* xyz 2 1
Ba -0.159 0.094 -0.343
C 0.597 1.665 2.602
C 1.975 1.875 1.990
O 2.015 1.374 0.632
C 3.276 0.750 0.306
C 3.070 -0.558 -0.449
O 2.094 -1.268 0.303
C 1.721 -2.595 -0.050
C 0.790 -3.048 1.067
O -0.238 -2.064 1.312
C -0.495 -1.851 2.718
C -0.762 -0.377 2.997
O 0.232 0.329 2.263
H -0.152 2.379 2.238
H 0.683 1.780 3.685
H 2.688 1.303 2.582
H 2.247 2.931 2.007
H 3.787 0.505 1.237
H 3.898 1.436 -0.271
H 4.024 -1.091 -0.458
H 2.754 -0.418 -1.495
H 2.589 -3.259 -0.060
H 1.258 -2.630 -1.049
H 1.396 -3.140 1.969
H 0.339 -4.014 0.836
H 0.397 -2.137 3.273
H -1.336 -2.467 3.041
H -0.650 -0.207 4.071
H -1.768 -0.054 2.701
C 3.478 -1.208 5.435
S 3.208 -1.341 3.657
C 4.684 -2.270 3.200
H 3.522 -2.194 5.892
H 2.637 -0.661 5.858
H 4.395 -0.661 5.646
H 5.585 -1.712 3.448
H 4.657 -2.434 2.123
H 4.703 -3.237 3.700
C -5.841 2.464 -1.325
C -5.486 1.263 -0.476
N -4.059 0.996 -0.650
C -3.461 1.060 -1.889
N -2.224 0.611 -1.974
C -1.587 0.689 -3.289
C -2.586 0.485 -4.414
C -3.649 1.553 -4.277
N -4.156 1.598 -2.903
C -5.508 2.152 -2.768
H -5.277 3.335 -0.984
H -6.901 2.696 -1.236
H -6.091 0.399 -0.770
H -5.667 1.458 0.579
H -3.699 0.232 -0.102
H -0.809 -0.086 -3.352
H -1.086 1.656 -3.438
H -3.036 -0.506 -4.330
H -2.106 0.559 -5.389
H -4.498 1.339 -4.928
H -3.261 2.536 -4.558
H -6.225 1.438 -3.184
H -5.552 3.054 -3.380
*
```

The lowest unoccupied orbital energy comes out at -0.198 Eh. The value obtained for the energy above the lowest of the compared OMol25 structures with the same formula, charge and spin is 0.0 kJ/mol.